DFT (the ωB97M-V functional and the def2-TZVPD basis) results for C17H14O4S in the gas phase.

E_LUMO (eV): 0.6
HOMO (eV): -7.947
SMILES: Cc1ccc(S(=O)(=O)Oc2cccc3c(O)cccc23)cc1
Energy relative to the best compared isomer or geometry (same formula, charge and spin) (kJ/mol): 8.1
Energy (Eh): -1355.3591
Max |F| (eV Å⁻¹): 1.1

The geometry in XYZ format:
```
36
Properties=species:S:1:pos:R:3:nbo_charge:R:1
C 5.732 1.557 1.118 -0.6318
C 4.554 0.780 0.620 0.0170
C 4.671 -0.579 0.343 -0.2142
C 3.591 -1.296 -0.140 -0.1576
C 2.388 -0.652 -0.347 -0.3747
C 2.245 0.694 -0.078 -0.1144
C 3.329 1.405 0.408 -0.2313
H 3.223 2.457 0.626 0.2163
H 1.295 1.180 -0.232 0.2196
S 1.039 -1.610 -1.010 2.3895
O 0.825 -1.280 -2.386 -0.9163
O 1.239 -2.980 -0.665 -0.9097
O -0.198 -1.090 -0.108 -0.7032
C -1.239 -0.304 -0.556 0.2839
C -1.084 0.662 -1.515 -0.2725
C -2.177 1.456 -1.895 -0.1894
C -3.401 1.287 -1.314 -0.1913
C -3.587 0.297 -0.329 -0.1207
C -2.499 -0.523 0.064 0.0001
C -2.690 -1.523 1.040 -0.2329
C -3.920 -1.703 1.606 -0.1844
C -5.004 -0.898 1.233 -0.3096
C -4.850 0.083 0.286 0.3443
O -5.880 0.884 -0.103 -0.6676
H -6.681 0.635 0.375 0.4848
H -5.971 -1.056 1.693 0.2066
H -4.072 -2.471 2.349 0.2166
H -1.848 -2.138 1.316 0.2283
H -4.246 1.894 -1.597 0.2301
H -2.032 2.207 -2.657 0.2163
H -0.134 0.788 -2.007 0.2383
H 3.655 -2.351 -0.351 0.2434
H 5.616 -1.077 0.507 0.2175
H 6.361 0.941 1.756 0.2215
H 6.336 1.890 0.274 0.2276
H 5.414 2.435 1.673 0.2196
```